{
  "formula": "CH2NO3S",
  "method": "the ωB97M-V functional and the def2-TZVPD basis",
  "total_charge": -1,
  "homo_lumo_gap_ev": 8.329,
  "de_lowest_kcal_mol": 29.3,
  "species": ["S", "O", "O", "O", "N", "C", "H", "H"],
  "coordinates": [[-2.095, -0.148, -0.255], [1.170, -0.386, 0.794], [-2.513, -0.744, 1.013], [-0.262, -1.142, -0.777], [-1.567, 1.298, -0.135], [0.841, -0.747, -0.317], [1.692, -0.814, -1.202], [-1.698, 1.929, 0.720]],
  "forces_ev_per_a": [[0.827, 1.964, 1.328], [0.006, 0.284, 0.390], [-0.340, -0.253, -0.267], [-0.767, -0.382, -0.148], [-1.210, 0.559, 0.209], [2.188, -0.419, -1.866], [-1.150, 0.263, 1.573], [0.447, -2.017, -1.220]]
}